[1]
C5H5F3N2O | ωB97M-V with the def2-TZVPD basis set

XYZ file:
```
16
C5H5F3N2O (ωB97M-V with the def2-TZVPD basis set)
F -0.0382 -2.0074 0.2511
F -2.0495 -1.3048 0.6316
F -1.5728 -1.9644 -1.3619
O -1.8504 0.6280 -1.2073
N -0.4153 0.6463 1.1067
N 0.4416 0.2680 -1.2686
C 0.7868 0.9175 1.4342
C -1.0859 -1.3538 -0.2726
C -0.7067 0.0931 -0.7046
C 1.5984 0.1471 -0.6606
C 1.8682 0.5185 0.6202
H 2.8646 0.5356 0.8488
H -1.2094 0.7196 1.7306
H 2.2676 -0.1072 -1.3417
H 0.8870 1.3975 2.3171
H -1.7860 0.8664 -2.1229
```

Calculated values
frontier orbital gap	8.88	eV
DFT total energy	-677.80761	a.u.
energy above the lowest of the compared OMol25 structures with the same formula, charge and spin	41.05	kcal per mole

[2]
C5H5F3N2O | ωB97M-V with the def2-TZVPD basis set

XYZ file:
```
16
C5H5F3N2O (ωB97M-V with the def2-TZVPD basis set)
F -3.1059 -0.6923 -0.4662
F -2.3523 0.0124 1.4563
F -2.6203 1.3978 -0.3592
O -0.5964 -1.5082 -0.3155
N 1.6048 -2.7287 0.4323
N 0.2898 0.5477 -0.1855
C 2.1582 -3.5775 0.9369
C -0.7049 -0.2100 -0.2252
C -2.2465 0.1674 0.0701
C 0.9725 2.7373 -0.8885
C 0.5324 1.8992 0.0881
H 0.2521 2.2246 1.0486
H 1.5146 3.6256 -0.8198
H 1.2364 2.2200 -1.7928
H 0.3961 -1.7526 -0.3672
H 2.6696 -4.3627 1.3876
```

Calculated values
frontier orbital gap (spin up / spin down)	5.71 / 8.62	eV
DFT total energy	-677.67278	a.u.
2S+1	3
energy above the lowest of the compared OMol25 structures with the same formula, charge and spin	0.00	kcal per mole
expectation value of S²	2.007

[3]
C5H5F6OP | ωB97M-V with the def2-TZVPD basis set

XYZ file:
```
18
C5H5F6OP (ωB97M-V with the def2-TZVPD basis set)
P 1.4692 -0.1456 -0.9207
F -2.6882 2.5313 0.8379
F -3.1010 -0.3284 -1.0330
F -1.2923 0.7106 -1.3070
F -1.7615 0.5776 1.5174
F 3.6427 2.0357 -0.8832
F 2.7760 -0.4471 1.4271
O 0.8917 -1.4138 -0.0567
C 2.7501 0.3175 0.3281
C 3.6654 1.2594 0.1742
C -0.1921 -2.2408 -0.3862
C -2.6976 1.1382 0.6486
C -2.5956 0.8656 -0.8186
H -1.1041 -1.8609 0.2471
H -3.7357 0.9761 1.0933
H 4.3173 1.2620 1.0076
H -0.5382 -2.0197 -1.5361
H 0.1940 -3.2176 -0.3397
```

Calculated values
frontier orbital gap (spin up / spin down)	5.38 / 9.22	eV
DFT total energy	-1209.10743	a.u.
energy above the lowest of the compared OMol25 structures with the same formula, charge and spin	109.31	kcal per mole

[4]
C5H5FLuO4 | ωB97M-V with the def2-TZVPD basis set

XYZ file:
```
16
C5H5FLuO4 (ωB97M-V with the def2-TZVPD basis set)
Lu -2.1366 -2.4043 3.7371
F -4.3657 2.3857 1.0068
O -3.4701 -1.7804 1.9483
O -3.6682 0.4389 1.8344
O -0.5338 -1.0961 4.2460
O -4.1181 -0.7340 0.0729
C -0.0459 0.8537 2.9418
C -3.8273 -0.7740 1.3568
C -3.4788 1.3691 0.7647
C 0.2676 -0.1699 3.7807
C -3.8580 0.5373 -0.3990
H 1.3197 -0.2822 4.0874
H -0.4867 0.6239 1.9693
H 0.3859 1.8310 3.1657
H -3.9819 0.7438 -1.4549
H -2.3691 1.7613 0.8942
```

Calculated values
frontier orbital gap (spin up / spin down)	4.90 / 9.72	eV
DFT total energy	-1829.08412	a.u.
total charge	+2
2S+1	2
energy above the lowest of the compared OMol25 structures with the same formula, charge and spin	7.32	kcal per mole
expectation value of S²	1.732

[5]
C5H5FO4Tl | ωB97M-V with the def2-TZVPD basis set

XYZ file:
```
16
C5H5FO4Tl (ωB97M-V with the def2-TZVPD basis set)
Tl 0.0844 1.7578 0.0363
F 2.4521 -0.8004 -0.1480
O 0.6236 0.1636 0.6565
O 1.3949 -1.7616 1.5736
O 1.3192 -3.9348 2.1342
O 0.5948 -3.2245 0.1363
C 1.1274 -3.0518 1.3481
C 1.1683 -0.9749 0.3848
C -1.1960 3.1376 -1.1667
C 0.4066 -1.9668 -0.5071
C -2.2275 3.4591 -0.4051
H -0.5762 3.6949 -1.8791
H -2.9113 2.7155 0.0212
H -0.6679 -1.7157 -0.5347
H -2.4036 4.5101 -0.1277
H 0.8112 -2.0081 -1.5227
```

Calculated values
frontier orbital gap (spin up / spin down)	7.64 / 4.06	eV
DFT total energy	-765.88952	a.u.
total charge	+2
2S+1	2
energy above the lowest of the compared OMol25 structures with the same formula, charge and spin	0.00	kcal per mole
expectation value of S²	0.755

[6]
C5H5FOS | ωB97M-V with the def2-TZVPD basis set

XYZ file:
```
13
C5H5FOS (ωB97M-V with the def2-TZVPD basis set)
S -1.7585 -0.9988 -1.3679
F 1.4013 -0.8119 -1.7259
O 0.6417 1.9250 0.3715
C -0.5943 0.0019 1.0561
C 0.8976 -0.1971 -0.6853
C 1.1861 1.0771 -0.5159
C -0.3344 -0.8796 -0.1100
C -0.1823 1.2716 1.2584
H -1.3912 -2.3907 -1.5036
H 2.0361 1.5439 -0.9279
H -0.5801 1.8049 2.0833
H -0.1740 -2.0039 0.1273
H -1.1479 -0.3424 1.9399
```

Calculated values
frontier orbital gap	9.44	eV
DFT total energy	-766.73209	a.u.
energy above the lowest of the compared OMol25 structures with the same formula, charge and spin	48.52	kcal per mole
SMILES string	FC1=COC=C[C@H]1S